[1]
Formula: C36H35BrN8O5S2W
Source: OMol25
Level of theory: wB97M-V/def2-TZVPD

For the HOMO energy, the calculation gives -0.2324 Eh. Its orbital gap is 0.2136 hartree. The energy above the lowest of the compared OMol25 structures with the same formula, charge and spin is 66.6 kJ/mol. Its LUMO energy is -0.5 eV. The value obtained for the energy is -153597.5423 eV.

Atoms and positions in Å:
W (0.2449, -0.4788, 0.3329)
C (-0.2583, 7.5122, -0.6694)
C (0.1898, 6.1199, -1.0237)
C (1.4529, 5.6633, -0.6604)
C (1.8777, 4.3884, -1.0005)
C (1.0229, 3.5373, -1.6881)
C (-0.2308, 3.9848, -2.0804)
C (-0.6396, 5.2669, -1.7465)
S (1.5434, 1.8834, -2.1124)
O (0.5446, 1.4177, -3.0352)
O (2.8885, 2.0581, -2.6061)
N (1.5804, 0.9784, -0.7805)
C (2.7177, 1.4216, 0.0387)
C (3.0066, 0.4213, 1.1083)
O (4.0521, 0.3522, 1.7165)
O (1.9778, -0.3431, 1.3847)
H (0.2867, 7.8927, 0.1938)
H (-1.3238, 7.5375, -0.4386)
H (-0.0861, 8.1978, -1.5023)
H (2.1161, 6.3175, -0.1066)
H (2.8767, 4.0619, -0.7471)
H (-0.8724, 3.3194, -2.6446)
H (-1.6222, 5.6114, -2.0511)
H (2.4871, 2.3533, 0.5784)
H (3.6136, 1.5858, -0.5544)
C (-2.7101, 0.3730, 1.9001)
C (-2.7818, 0.5442, 0.4130)
C (-3.9417, 1.2021, -0.0601)
C (-4.1358, 1.3942, -1.3885)
C (-3.2239, 0.8177, -2.2980)
C (-3.4597, 0.8123, -3.6896)
C (-2.6412, 0.0873, -4.5108)
C (-1.5641, -0.6326, -3.9765)
C (-1.2652, -0.5846, -2.6338)
S (0.1102, -1.4173, -1.9779)
C (-2.0986, 0.1559, -1.7656)
N (-1.8233, 0.1228, -0.4035)
H (-2.8050, 1.3438, 2.3891)
H (-1.7798, -0.0729, 2.2245)
H (-3.5572, -0.2449, 2.2141)
H (-4.6481, 1.5737, 0.6699)
H (-4.9982, 1.9348, -1.7597)
H (-4.3138, 1.3526, -4.0778)
H (-2.8243, 0.0642, -5.5771)
H (-0.9105, -1.1979, -4.6276)
N (-2.4454, -3.8870, 1.5458)
C (-2.9228, -3.8469, 0.2494)
C (-2.2328, -2.8598, -0.3812)
N (-1.3472, -2.2851, 0.5024)
C (-1.5108, -2.9136, 1.6433)
C (-0.6855, -2.4798, 2.7234)
N (0.0670, -1.4206, 2.5018)
C (0.8639, -1.2941, 3.6199)
C (0.5536, -2.2686, 4.5153)
N (-0.4381, -3.0273, 3.9333)
H (-2.8202, -4.4403, 2.2952)
H (-3.6936, -4.5114, -0.0960)
H (-2.2975, -2.5388, -1.4054)
H (1.6402, -0.5591, 3.6943)
H (0.9527, -2.4910, 5.4877)
H (-0.8756, -3.8388, 4.3302)
Br (-0.8193, 5.6719, 3.4276)
C (-0.5201, 3.9950, 2.5832)
C (-1.0569, 3.7528, 1.3318)
C (-0.8241, 2.5311, 0.7206)
C (-0.0961, 1.4896, 1.3142)
C (0.4589, 1.8152, 2.5567)
C (0.2576, 3.0360, 3.1972)
H (-1.6290, 4.5161, 0.8215)
H (-1.2262, 2.4177, -0.2748)
H (1.1131, 1.1186, 3.0546)
H (0.7183, 3.2340, 4.1562)
N (1.4139, -2.4749, 0.1339)
C (1.9137, -3.5034, -0.0002)
N (2.4823, -4.6770, -0.1536)
C (3.8940, -4.9064, 0.1480)
C (4.4650, -5.8260, -0.9171)
O (3.6928, -7.0098, -1.0303)
C (2.3670, -6.7208, -1.4329)
C (1.6669, -5.8679, -0.3899)
H (3.9881, -5.3720, 1.1344)
H (4.4157, -3.9507, 0.1568)
H (5.4741, -6.1329, -0.6477)
H (4.4936, -5.3037, -1.8809)
H (1.8562, -7.6751, -1.5527)
H (2.3717, -6.1928, -2.3944)
H (1.5665, -6.4340, 0.5430)
H (0.6805, -5.5577, -0.7342)

Forces on atoms 1 to 2 (eV/Å):
W 0.345 -1.405 0.080
C 0.005 -0.008 -0.021

Atomic partial charges in e from the Mulliken method, atoms 1 to 5:
1. W 3.8172
2. C -1.6592
3. C 1.0526
4. C -0.8996
5. C -0.4650


[2]
Formula: C36H35CrN7
Source: OMol25
Level of theory: wB97M-V/def2-TZVPD

The total charge is +1. For the HOMO energy (alpha / beta), the calculation gives -0.3119 / -0.3153 Eh. As for the spin multiplicity: 4. Its orbital gap (alpha / beta) is 0.2293 / 0.2212 hartree. The energy above the lowest of the compared OMol25 structures with the same formula, charge and spin is 445.8 kJ/mol. Its expectation value of S² is 3.82. Its LUMO energy (alpha / beta) is -2.2 / -2.6 eV. The value obtained for the energy is -76743.8674 eV.

Atoms and positions in Å:
Cr (0.3142, 0.2618, -0.7468)
C (-6.1120, -2.1857, 2.1564)
C (-4.6515, -1.9017, 1.9618)
C (-3.7561, -1.8984, 3.0155)
C (-2.4568, -1.4717, 2.8142)
C (-1.9259, -1.1002, 1.5760)
N (0.6282, -0.9925, 0.9925)
C (1.8000, -0.9503, 1.8300)
C (2.1008, -2.0488, 2.6355)
C (3.2163, -2.0896, 3.4475)
C (4.1038, -1.0191, 3.4771)
C (5.3609, -1.0677, 4.2967)
C (3.8011, 0.0873, 2.7003)
C (2.6545, 0.1469, 1.9107)
N (2.4162, 1.3799, 1.2441)
C (2.7706, 2.5969, 1.7140)
C (2.4927, 3.5207, 0.7427)
C (1.9528, 2.7689, -0.3047)
N (1.8967, 1.4770, -0.0006)
C (-2.8005, -1.3035, 0.4826)
C (-4.1423, -1.6086, 0.7060)
N (-2.4493, -1.3491, -0.9188)
C (-3.1405, -2.0806, -1.8300)
C (-2.6029, -1.8518, -3.0694)
C (-1.5384, -0.9849, -2.8213)
N (-1.4334, -0.7003, -1.5293)
H (-6.2812, -2.7668, 3.0617)
H (-6.5310, -2.7371, 1.3151)
H (-6.6713, -1.2532, 2.2532)
H (-4.0809, -2.1656, 4.0131)
H (-1.8298, -1.3766, 3.6860)
H (1.4131, -2.8844, 2.6444)
H (3.4005, -2.9608, 4.0633)
H (5.2276, -1.6943, 5.1777)
H (5.6590, -0.0741, 4.6286)
H (6.1854, -1.4862, 3.7166)
H (4.4862, 0.9244, 2.6907)
H (3.1796, 2.7084, 2.7021)
H (2.6384, 4.5843, 0.7909)
H (1.5678, 3.1098, -1.2488)
H (-4.8252, -1.6094, -0.1308)
H (-3.9442, -2.7243, -1.5271)
H (-2.9139, -2.2767, -4.0064)
H (-0.8103, -0.5864, -3.5063)
C (0.7555, -3.0463, -2.0204)
N (1.1706, -1.9945, -1.0894)
C (2.6351, -2.0022, -1.0005)
C (0.5271, -2.2254, 0.2170)
C (-0.6095, -0.2687, 1.6197)
C (-0.3009, 0.1285, 3.0374)
C (-0.7207, 1.3259, 3.5159)
C (-1.2855, 2.3123, 2.6722)
C (-1.2094, 2.1306, 1.2854)
C (-0.7612, 0.9563, 0.7337)
H (1.1341, -4.0265, -1.7028)
H (1.1506, -2.8367, -3.0136)
H (-0.3292, -3.0949, -2.0787)
H (3.0091, -2.9422, -0.5724)
H (2.9965, -1.1765, -0.3938)
H (3.0451, -1.8900, -2.0034)
H (0.9776, -3.0913, 0.7161)
H (-0.5218, -2.4499, 0.0471)
H (0.1459, -0.5915, 3.7109)
H (-0.5964, 1.5412, 4.5708)
H (-1.6344, 3.2445, 3.0947)
H (-1.4023, 2.9831, 0.6406)
N (0.2290, 1.4033, -2.4319)
C (0.0959, 2.0889, -3.3451)
C (-0.0714, 2.9523, -4.4773)
C (-1.3611, 3.2826, -4.8916)
C (-1.5154, 4.1268, -5.9779)
C (-0.3983, 4.6259, -6.6346)
C (0.8825, 4.2891, -6.2159)
C (1.0568, 3.4493, -5.1295)
H (-2.2211, 2.8870, -4.3692)
H (-2.5076, 4.3963, -6.3120)
H (-0.5269, 5.2854, -7.4823)
H (1.7454, 4.6827, -6.7347)
H (2.0474, 3.1784, -4.7913)

Forces on atoms 1 to 2 (eV/Å):
Cr -0.118 -0.239 0.232
C -0.045 -0.019 0.013

Atomic partial charges in e from the Mulliken method, atoms 1 to 5:
1. Cr -0.1099
2. C -1.5457
3. C 0.4326
4. C -1.3273
5. C -0.6725